1.
ORCA calculation (the ωB97M-V functional and the def2-TZVPD basis) on a cluster of 2 separate species, C6H11N4O in total in a non-equilibrium geometry.

Values from the calculation:
Maximum force (eV/A): 3.80
E_LUMO (alpha / beta) (eV): -4.6 / -3.4
E_tot (Eh): -529.04140
Kohn-Sham gap (alpha / beta) (eV): 7.9 / 7.9
Energy relative to the best compared isomer or geometry (same formula, charge and spin) (eV): 5.0660
Total charge: +1
HOMO energy (alpha / beta) (eV): -12.54 / -11.30

Element x y z (Å)
C (-1.24, 3.15, 1.39)
C (-0.58, 1.98, 1.72)
C (-0.37, -2.39, -0.07)
C (0.86, -2.00, 0.90)
C (-0.47, -0.22, 0.50)
C (0.89, 1.31, -1.41)
N (-1.85, 3.03, 0.25)
N (-1.82, 1.75, -0.13)
N (-0.86, 1.05, 0.63)
N (-0.92, -1.06, -0.38)
O (0.39, -0.78, 1.37)
H (-1.30, 4.18, 1.86)
H (0.02, 1.76, 2.56)
H (-0.08, -2.97, -0.95)
H (-1.02, -3.11, 0.40)
H (0.87, -2.76, 1.74)
H (1.75, -1.84, 0.32)
H (1.48, 0.37, -1.43)
H (1.15, 2.19, -0.83)
H (-0.09, 1.32, -1.90)
H (-1.83, -0.89, -0.83)
H (-1.91, 1.62, -1.17)

2.
ORCA calculation (the ωB97M-V functional and the def2-TZVPD basis) on a cluster of 2 separate species, C6H11N4O in total in a non-equilibrium geometry.

Values from the calculation:
Maximum force (eV/A): 5.15
E_LUMO (eV): -3.6
E_tot (Eh): -529.19714
Kohn-Sham gap (eV): 9.3
Energy relative to the best compared isomer or geometry (same formula, charge and spin) (eV): 0.8281
Total charge: +1
HOMO energy (eV): -12.89

Element x y z (Å)
C (2.09, -0.19, -0.66)
C (1.90, 1.18, -0.66)
C (1.30, -0.97, 0.21)
C (-2.39, -0.32, -0.29)
C (-0.10, 0.77, 0.67)
C (-1.52, 0.33, -0.99)
N (0.83, 1.68, 0.04)
N (0.30, -0.46, 0.90)
N (1.61, -2.24, 0.37)
N (-0.93, 1.35, 1.58)
O (-2.33, -1.68, -0.13)
H (2.79, -0.53, -1.30)
H (2.57, 1.86, -1.08)
H (-2.91, 0.06, 0.57)
H (-1.63, 1.37, -1.15)
H (-1.15, -0.18, -1.87)
H (0.55, 2.70, -0.03)
H (-1.83, -2.17, -0.77)
H (2.33, -2.84, -0.04)
H (1.37, -2.46, 1.32)
H (-1.54, 2.06, 1.28)
H (-1.32, 0.66, 2.06)

3.
ORCA calculation (the ωB97M-V functional and the def2-TZVPD basis) on the ion C6H11N4O3S with charge +1 in a non-equilibrium geometry.

Values from the calculation:
Maximum force (eV/A): 4.40
E_LUMO (alpha / beta) (eV): -3.8 / -6.2
Spin multiplicity: 3
E_tot (Eh): -1077.63042
Kohn-Sham gap (alpha / beta) (eV): 8.9 / 6.7
Total charge: +1
HOMO energy (alpha / beta) (eV): -12.70 / -12.85

Element x y z (Å)
C (1.05, -0.70, -0.06)
C (-2.23, 0.47, -0.18)
C (3.35, -0.94, 0.36)
C (1.33, 0.73, 0.48)
C (0.51, 2.83, -0.53)
C (-4.13, -0.64, 0.58)
N (2.09, -1.54, 0.05)
N (-0.95, 0.25, -0.81)
N (0.44, 1.68, 0.28)
N (-0.16, -0.85, -0.52)
O (-2.71, 1.56, 0.00)
O (1.89, -2.87, -0.34)
O (-2.80, -0.70, 0.01)
S (3.20, 0.87, 0.01)
H (3.93, -1.10, 1.33)
H (4.05, -1.45, -0.25)
H (1.53, 0.76, 1.65)
H (-0.47, 3.11, -0.78)
H (1.00, 3.56, 0.07)
H (1.33, 2.68, -1.39)
H (-4.50, -1.56, 0.95)
H (-4.83, -0.21, -0.13)
H (-4.08, 0.20, 1.34)
H (-0.68, -1.75, -0.57)
H (2.76, -3.20, -0.66)

4.
ORCA calculation (the ωB97M-V functional and the def2-TZVPD basis) on a cluster of 2 separate species, C6H11N5 in total in a non-equilibrium geometry.

Values from the calculation:
Maximum force (eV/A): 3.47
E_LUMO (eV): 0.6
E_tot (Eh): -508.85324
Kohn-Sham gap (eV): 9.3
Energy relative to the best compared isomer or geometry (same formula, charge and spin) (eV): 4.3778
HOMO energy (eV): -8.72

Element x y z (Å)
C (-2.30, -0.27, -0.33)
C (1.13, 1.56, 0.66)
C (0.37, 0.31, 1.09)
C (0.77, 1.85, -0.76)
C (-0.06, -0.28, -0.23)
C (0.20, -1.78, -0.52)
N (-2.94, 0.87, -0.26)
N (-3.19, -1.24, -0.08)
N (-4.20, 0.57, 0.04)
N (-4.41, -0.67, 0.21)
N (0.43, 0.52, -1.23)
H (0.89, 2.36, 1.24)
H (2.24, 1.34, 0.73)
H (0.93, -0.42, 1.86)
H (-0.51, 0.58, 1.62)
H (-0.22, 2.44, -0.86)
H (1.40, 2.46, -1.46)
H (1.27, -1.97, -0.82)
H (-0.39, -2.04, -1.47)
H (-0.11, -2.49, 0.35)
H (-3.28, -2.26, -0.05)
H (0.58, 0.34, -2.21)

5.
ORCA calculation (the ωB97M-V functional and the def2-TZVPD basis) on a structure of composition C6H11NO in a non-equilibrium geometry.

Values from the calculation:
Maximum force (eV/A): 4.13
E_LUMO (eV): 0.2
E_tot (Eh): -365.08098
Kohn-Sham gap (eV): 8.1
Energy relative to the best compared isomer or geometry (same formula, charge and spin) (eV): 4.0950
HOMO energy (eV): -7.96

Element x y z (Å)
C (-1.12, -0.08, 0.45)
C (2.34, 0.51, -0.66)
C (-1.72, -1.10, -0.51)
C (-0.25, -0.73, 1.51)
C (-0.22, 1.60, 0.08)
C (0.02, 0.85, -1.15)
N (1.19, 0.41, -1.52)
O (0.09, 2.30, 0.96)
H (-1.93, 0.49, 0.93)
H (-0.76, 0.95, -1.89)
H (2.45, 1.47, -0.13)
H (2.38, -0.28, 0.10)
H (3.23, 0.39, -1.27)
H (-2.29, -1.84, 0.05)
H (-0.92, -1.62, -1.04)
H (-2.39, -0.63, -1.23)
H (0.16, 0.00, 2.21)
H (0.57, -1.27, 1.03)
H (-0.83, -1.44, 2.10)

6.
ORCA calculation (the ωB97M-V functional and the def2-TZVPD basis) on a cluster of 2 separate species, C6H11NO in total in a non-equilibrium geometry.

Values from the calculation:
Maximum force (eV/A): 4.26
E_LUMO (eV): -1.2
E_tot (Eh): -365.01637
Kohn-Sham gap (eV): 8.3
Energy relative to the best compared isomer or geometry (same formula, charge and spin) (eV): 5.8530
HOMO energy (eV): -9.50

Element x y z (Å)
C (2.47, -0.19, 2.61)
C (1.98, 0.93, 2.08)
C (0.46, -1.48, 0.16)
C (-1.93, 1.03, -0.20)
C (-0.67, -0.11, -2.11)
C (-0.53, 0.64, -0.82)
N (0.27, -0.13, 0.12)
O (-0.28, -2.22, -0.47)
H (3.05, -0.28, 3.46)
H (1.94, -1.11, 2.18)
H (0.87, 0.33, 0.81)
H (1.30, -1.61, 0.96)
H (-1.87, 1.92, 0.35)
H (-2.56, 1.25, -1.10)
H (-2.45, 0.30, 0.47)
H (0.13, -0.67, -2.61)
H (-0.91, 0.62, -2.92)
H (-1.45, -0.79, -1.93)
H (0.17, 1.56, -1.04)